a | Density functional theory data (ωB97M-V with the def2-TZVPD basis set) for a 2-piece molecular cluster, C6H12N2 overall.

Bonds (Å) are listed after each position.
CARTESIAN COORDINATES (ANGSTROEM)
1 C -3.33236 0.77434 -0.53120  C2 1.485, H7 1.090, H8 1.091, H9 1.085
2 C -1.94434 0.70531 -1.05551  C1 1.485, C3 1.360, N6 1.378
3 C -0.85199 1.39577 -0.63272  C2 1.360, N4 1.372, H10 1.075
4 N 0.20199 0.93623 -1.38068  C3 1.372, C5 1.355, H11 1.006
5 C -0.30625 0.02342 -2.24284  N4 1.355, N6 1.300, H12 1.079
6 N -1.57915 -0.16533 -2.05947  C2 1.378, C5 1.300
7 H -3.64831 -0.10352 0.03185  C1 1.090
8 H -4.02107 0.82326 -1.37586  C1 1.091
9 H -3.48777 1.64278 0.09997  C1 1.085
10 H -0.81606 2.18044 0.10051  C3 1.075
11 H 1.10759 1.37200 -1.41697  N4 1.006
12 H 0.27936 -0.50975 -2.97582  C5 1.079
13 C 1.95359 -1.79036 1.74799  C14 1.518, H15 1.091, H16 1.089, H17 1.094
14 C 2.58390 -0.41743 1.59622  C13 1.518, H18 1.091, H19 1.102, H20 1.082
15 H 2.67635 -2.59581 1.88921  C13 1.091
16 H 1.39481 -1.88952 2.67736  C13 1.089
17 H 1.30828 -2.13180 0.93273  C13 1.094
18 H 2.29662 0.05860 0.65743  C14 1.091
19 H 3.67261 -0.49401 1.44623  C14 1.102
20 H 2.51219 0.18536 2.49157  C14 1.082

Results
LUMO level, Ha: 0.0310
HOMO level, eV: -8.614
SMILES string: Cc1c[nH]cn1.CC


b | Density functional theory data (ωB97M-V with the def2-TZVPD basis set) for a 2-piece molecular cluster, C6H12N2 overall.

Bonds (Å) are listed after each position.
CARTESIAN COORDINATES (ANGSTROEM)
1 C 2.13310 0.74362 0.58973  N7 1.349, N8 1.468, H9 1.112
2 C -0.11127 -1.78563 1.27117  C5 1.417, H10 1.053, H11 1.082, H12 1.207
3 C -1.07791 1.31729 0.24401  C6 1.520, H13 1.126, H14 1.134, H15 1.071
4 C -0.86044 0.15808 -1.76902  C6 1.441, H16 1.149, H17 1.019, H18 1.132
5 C 0.12612 -0.92033 0.17498  C2 1.417, C6 1.442, H19 1.080
6 C -0.91726 -0.07310 -0.34801  C3 1.520, C4 1.441, C5 1.442, H20 1.157
7 N 3.34001 0.37867 0.11032  C1 1.349, N8 1.282
8 N 2.81998 1.33739 -0.56424  C1 1.468, N7 1.282
9 H 1.83575 1.09350 1.60247  C1 1.112
10 H 0.70459 -2.43206 1.43051  C2 1.053
11 H -0.43360 -1.22050 2.13619  C2 1.082
12 H -1.06834 -2.48833 1.05637  C2 1.207
13 H -0.88203 1.18570 1.34505  C3 1.126
14 H -0.25659 1.96179 -0.19871  C3 1.134
15 H -2.03081 1.79836 0.15536  C3 1.071
16 H 0.15320 0.62533 -2.04117  C4 1.149
17 H -1.52741 0.88031 -2.03570  C4 1.019
18 H -0.86718 -0.70978 -2.49568  C4 1.132
19 H 0.85267 -1.27184 -0.54273  C5 1.080
20 H -1.93256 -0.57846 -0.12092  C6 1.157

Results
LUMO level (alpha / beta), Ha: -0.0035 / 0.0102
HOMO level (alpha / beta), eV: -8.133 / -7.650


Least stable of them? b.


a | Density functional theory data (ωB97M-V with the def2-TZVPD basis set) for an isolated molecule of C6H12N2.

Bonds (Å) are listed after each position.
CARTESIAN COORDINATES (ANGSTROEM)
1 H -0.58015 1.21457 2.07124  N2 1.023
2 N -1.04199 1.08320 1.16816  H1 1.023, C3 1.296
3 C -0.37816 0.26765 0.41011  N2 1.296, N4 1.380, C7 1.540
4 N -0.75409 -0.07204 -0.87365  C3 1.380, C5 1.375, H10 1.013
5 C -1.82013 0.33824 -1.63961  N4 1.375, C6 1.335, H11 1.088
6 C -2.77672 1.23412 -1.38375  C5 1.335, H12 1.085, H13 1.084
7 C 0.93027 -0.32732 0.96293  C3 1.540, C8 1.525, C9 1.526, H14 1.098
8 C 2.11434 0.48249 0.44437  C7 1.525, H15 1.095, H16 1.095, H17 1.096
9 C 1.09001 -1.81238 0.64890  C7 1.526, H18 1.095, H19 1.095, H20 1.095
10 H -0.14786 -0.72050 -1.36226  N4 1.013
11 H -1.84122 -0.17317 -2.60019  C5 1.088
12 H -2.80542 1.78130 -0.44729  C6 1.085
13 H -3.55414 1.44505 -2.10870  C6 1.084
14 H 0.90449 -0.22993 2.05601  C7 1.098
15 H 2.22970 0.37403 -0.63948  C8 1.095
16 H 3.04507 0.15751 0.92084  C8 1.095
17 H 1.98028 1.54901 0.65603  C8 1.096
18 H 1.92530 -2.23535 1.21741  C9 1.095
19 H 1.29630 -1.98771 -0.41227  C9 1.095
20 H 0.18412 -2.36877 0.91117  C9 1.095

Results
LUMO level, Ha: 0.0295
HOMO level, eV: -8.301
SMILES string: [H]/N=C(/NC=C)C(C)C


b | Density functional theory data (ωB97M-V with the def2-TZVPD basis set) for an isolated molecule of C6H12N2.

Bonds (Å) are listed after each position.
CARTESIAN COORDINATES (ANGSTROEM)
1 C -1.14868 1.26924 -2.37702  C2 1.497, H9 1.087, H10 1.095, H11 1.092
2 C -1.34437 1.50057 -0.91100  C1 1.497, C3 1.337, H12 1.078
3 C -0.48323 1.04051 0.00230  C2 1.337, N4 1.394, H13 1.080
4 N 0.69801 0.38974 -0.35182  C3 1.394, C5 1.425, H14 1.011
5 C 1.57013 -0.07197 0.67573  N4 1.425, N6 1.432, C7 1.495, H15 1.089
6 N 2.10535 -1.39990 0.65624  C5 1.432, C7 1.508, H16 1.016
7 C 1.05641 -1.05119 1.68254  C5 1.495, N6 1.508, C8 1.496, H17 1.083
8 C -0.36192 -1.51380 1.56883  C7 1.496, H18 1.159, H19 1.086, H20 1.086
9 H -1.72046 1.98751 -2.95965  C1 1.087
10 H -1.47488 0.26862 -2.67839  C1 1.095
11 H -0.09538 1.37833 -2.64221  C1 1.092
12 H -2.18810 2.09619 -0.60077  C2 1.078
13 H -0.49839 1.41023 1.01726  C3 1.080
14 H 0.63729 -0.19781 -1.17263  N4 1.011
15 H 2.27350 0.68794 1.01259  C5 1.089
16 H 1.71929 -1.98458 -0.07975  N6 1.016
17 H 1.46380 -0.99798 2.68505  C7 1.083
18 H -0.99574 -0.63885 1.14914  C8 1.159
19 H -0.47993 -2.27899 0.80760  C8 1.086
20 H -0.73270 -1.89380 2.51597  C8 1.086

Results
LUMO level, Ha: 0.0376
HOMO level, eV: -7.867
SMILES string: C/C=C\N[C@@H]1N[C@@H]1C


c | Density functional theory data (ωB97M-V with the def2-TZVPD basis set) for an isolated molecule of C6H12N2.

Bonds (Å) are listed after each position.
CARTESIAN COORDINATES (ANGSTROEM)
1 N -0.21781 -1.98458 1.82433  C2 1.455, H9 1.058, H10 1.027
2 C -0.94659 -0.74157 1.61967  N1 1.455, C3 1.512, C8 1.547, H11 1.081
3 C 0.07938 0.35346 1.43815  C2 1.512, N4 1.449, H12 1.164, H13 1.100
4 N 0.01770 0.17173 0.00184  C3 1.449, C5 1.347, C8 1.454
5 C 0.21926 1.02473 -1.02136  N4 1.347, C6 1.493, C7 1.503, H14 1.139
6 C 1.61414 1.25213 -1.50196  C5 1.493, C7 1.531, H15 1.131, H16 1.056
7 C 0.64781 0.38363 -2.31183  C5 1.503, C6 1.531, H17 1.120, H18 1.091
8 C -1.25889 -0.51470 0.12114  C2 1.547, N4 1.454, H19 1.116, H20 1.110
9 H -0.89571 -2.78897 1.71517  N1 1.058
10 H 0.15432 -2.01883 2.78117  N1 1.027
11 H -1.79066 -0.59237 2.27848  C2 1.081
12 H -0.16784 1.46085 1.69762  C3 1.164
13 H 1.09229 0.09764 1.78290  C3 1.100
14 H -0.47540 1.92293 -1.11555  C5 1.139
15 H 1.92334 2.27682 -1.86767  C6 1.131
16 H 2.40241 0.68134 -1.09262  C6 1.056
17 H 0.30501 0.72500 -3.32191  C7 1.120
18 H 0.84103 -0.69008 -2.28037  C7 1.091
19 H -2.05730 0.24009 -0.07668  C8 1.116
20 H -1.48649 -1.25927 -0.67051  C8 1.110

Results
LUMO level, Ha: 0.0413
HOMO level, eV: -8.031
SMILES string: NC1CN(C2CC2)C1


Least stable of them? c.